Arrangement 1

# C72H152N8O8

A 8-piece molecular cluster, C72H152N8O8 overall (ωB97M-V/def2-TZVPD, OMol25).

Geometry as ORCA input:
```
! RIJCOSX wB97M-V def2-TZVPD def2/J DEFGRID3
* xyz 0 1
H -17.914 -9.834 10.402
C -26.656 -19.219 8.391
H -21.880 -13.799 13.056
C -20.242 -9.114 8.543
H -24.540 -18.530 0.165
H -31.872 -14.064 16.674
C -24.815 -14.862 16.564
H -25.184 -14.564 2.619
C -22.807 -17.271 0.369
H -20.549 -9.818 9.292
H -17.076 -10.001 5.385
H -25.171 -7.526 5.958
H -21.584 -14.746 0.219
C -29.728 -13.274 7.206
H -22.053 -9.624 7.346
H -26.764 -7.001 5.195
H -21.461 -18.485 2.391
H -23.458 -18.434 3.664
H -24.263 -9.476 6.833
C -27.044 -19.574 6.911
C -29.396 -13.872 5.710
H -28.099 -8.892 3.931
H -26.035 -22.927 4.000
H -26.116 -13.881 8.625
H -29.056 -19.352 7.337
H -22.980 -13.774 6.892
H -24.294 -12.744 5.483
C -25.593 -22.524 4.917
H -25.533 -14.334 6.429
H -23.883 -12.901 10.497
H -23.171 -9.037 3.684
H -23.133 -15.653 12.213
N -23.914 -15.502 13.858
H -24.714 -16.908 10.582
H -29.600 -17.164 6.562
H -24.878 -7.398 2.913
H -26.539 -21.082 2.954
H -27.762 -13.611 8.173
H -17.262 -7.947 7.390
H -18.591 -9.090 5.317
H -29.066 -17.685 13.602
C -24.950 -10.770 5.275
C -23.388 -14.803 6.884
H -20.315 -15.139 1.337
H -30.813 -11.564 7.887
C -29.152 -16.682 14.089
C -29.856 -13.351 12.113
H -25.415 -14.275 17.274
C -20.922 -17.579 2.096
H -25.219 -15.904 7.233
H -30.231 -13.786 5.060
C -26.140 -7.839 5.512
H -21.724 -14.832 10.712
H -22.901 -17.078 4.598
H -24.648 -13.088 8.339
H -18.573 -12.774 7.426
H -23.220 -16.465 -0.226
H -26.549 -6.974 2.990
H -27.107 -10.013 2.982
H -25.970 -8.399 2.073
C -26.566 -21.308 5.130
H -20.891 -8.727 6.472
H -29.132 -20.342 4.920
H -30.016 -13.717 9.731
H -23.834 -17.329 7.357
H -18.273 -7.036 8.478
H -27.826 -15.213 6.135
C -18.370 -12.285 6.459
H -29.940 -15.902 12.261
C -18.258 -7.844 7.757
H -25.474 -13.318 10.918
H -22.962 -11.570 5.590
H -20.442 -17.119 2.968
C -22.529 -13.455 13.869
H -30.840 -16.150 5.970
N -26.100 -20.651 6.400
C -23.916 -18.090 0.918
H -28.404 -12.556 14.423
C -28.457 -12.827 7.938
H -21.138 -15.620 14.836
H -26.779 -8.399 6.187
N -18.302 -10.374 7.965
O -23.057 -16.200 12.999
C -20.353 -10.767 6.635
H -22.065 -15.914 16.196
C -27.231 -9.570 3.995
C -25.074 -14.100 8.468
C -21.821 -15.118 15.499
H -30.658 -13.846 11.591
C -22.848 -17.125 7.843
C -29.449 -14.179 13.385
C -18.155 -10.110 5.363
H -26.323 -16.466 16.150
H -24.616 -17.568 4.646
H -26.220 -12.242 5.875
H -24.157 -14.061 11.797
H -27.798 -22.609 6.285
C -24.789 -17.152 1.807
C -21.064 -15.590 0.643
O -31.056 -12.960 14.566
H -31.997 -15.803 16.993
H -23.262 -13.412 16.512
H -23.458 -17.275 16.095
H -17.160 -8.373 9.858
H -25.613 -17.771 2.223
H -28.360 -11.300 4.709
H -21.010 -14.158 7.917
H -26.278 -15.008 15.174
H -28.930 -13.381 11.500
C -25.007 -15.307 3.412
H -25.625 -18.918 8.484
C -24.031 -16.451 2.916
H -28.649 -15.662 9.669
C -21.919 -16.571 1.421
H -27.893 -18.466 5.418
H -23.692 -12.133 3.971
H -27.586 -19.909 3.755
C -25.275 -16.132 10.033
H -20.775 -15.661 6.863
C -31.902 -15.032 16.191
H -27.726 -14.171 14.771
C -24.763 -16.550 14.522
H -31.271 -16.845 14.412
C -25.870 -7.850 3.018
C -26.254 -11.517 5.058
C -30.574 -15.068 15.495
H -26.230 -12.102 4.129
H -27.579 -17.562 6.842
H -22.175 -17.961 -0.122
H -31.647 -12.566 6.727
C -27.947 -21.938 5.448
H -26.108 -15.912 10.724
C -27.523 -10.670 4.980
C -24.840 -10.367 6.720
C -30.086 -15.710 7.918
H -29.977 -21.377 6.105
H -21.479 -14.228 16.013
N -30.435 -14.306 7.929
H -27.382 -18.451 8.625
H -30.320 -17.194 15.883
H -31.081 -17.604 8.391
C -24.883 -14.823 7.165
H -18.884 -12.736 5.642
C -23.715 -17.441 4.025
H -25.270 -16.340 1.234
C -21.182 -15.255 7.821
H -17.299 -12.342 6.326
C -18.119 -8.925 9.907
C -23.056 -14.604 14.740
H -22.886 -17.678 8.785
H -23.362 -12.888 13.416
C -23.862 -11.831 5.018
H -25.872 -15.918 3.641
O -16.948 -10.496 8.064
H -30.229 -11.493 6.204
C -30.377 -16.560 14.974
H -32.715 -15.125 15.457
C -28.440 -20.227 7.067
C -18.760 -10.797 6.628
C -18.723 -9.066 8.483
H -32.209 -16.301 7.862
C -28.174 -13.540 14.028
C -28.824 -16.125 8.684
H -20.680 -15.833 8.616
H -26.787 -20.133 8.987
C -24.453 -14.817 9.713
C -23.948 -17.655 15.215
H -25.648 -16.627 9.112
H -20.694 -11.633 7.241
C -28.857 -15.255 5.755
H -23.615 -18.939 1.527
H -26.140 -17.938 5.702
O -24.807 -20.056 6.263
H -28.452 -20.963 7.879
C -27.107 -18.228 6.125
C -31.285 -16.513 8.436
C -26.030 -8.685 4.284
H -29.494 -13.715 16.776
C -29.154 -15.608 12.929
O -22.184 -15.094 3.244
H -20.590 -8.163 8.941
H -23.258 -18.063 14.469
H -24.306 -20.487 6.986
N -22.963 -14.946 9.333
H -28.632 -13.150 5.388
C -25.667 -17.163 13.502
H -27.726 -10.232 5.948
H -24.536 -22.243 4.822
H -20.719 -10.848 5.591
C -29.487 -14.788 16.538
C -29.888 -16.108 6.492
N -30.648 -14.275 14.244
N -24.877 -9.635 4.309
H -29.988 -12.313 12.345
H -28.073 -22.450 4.480
H -27.891 -12.153 7.285
H -16.836 -11.279 8.583
H -18.582 -10.570 4.472
H -22.096 -17.441 7.133
O -22.263 -15.555 10.358
H -24.130 -15.463 17.179
N -22.854 -15.866 2.265
H -28.177 -15.590 12.485
H -25.803 -10.252 7.181
H -26.424 -17.844 13.940
H -28.654 -15.551 4.740
H -25.699 -19.764 3.883
H -28.787 -17.214 8.863
H -20.235 -18.014 1.337
H -21.940 -12.730 14.420
H -24.637 -18.406 15.612
H -27.474 -13.446 13.192
C -24.477 -13.745 10.843
H -31.518 -16.094 9.413
C -22.672 -15.563 8.012
H -18.878 -7.632 6.874
H -25.728 -23.192 5.778
H -18.781 -8.226 10.457
H -24.697 -13.132 15.447
H -31.958 -12.982 14.225
C -25.631 -15.762 15.613
C -30.679 -12.126 6.971
H -28.435 -15.211 16.395
H -27.904 -15.842 8.128
H -28.236 -16.482 14.668
C -29.020 -20.986 5.805
H -24.206 -11.083 7.229
H -26.295 -16.388 13.071
O -23.678 -8.923 4.508
H -25.043 -17.636 12.722
H -23.097 -15.200 5.888
C -26.598 -20.398 3.823
O -30.846 -13.822 9.230
C -20.972 -9.495 7.199
H -28.740 -12.230 8.801
C -23.995 -13.866 15.812
H -20.507 -16.180 -0.073
H -21.947 -14.247 2.906
H -24.725 -14.798 4.328
H -29.810 -15.448 17.391
*
```

Values from the calculation:
HOMO ... -0.3069 Eh
HOMO-LUMO gap ... 8.8 eV
SMILES ... CC1(C)CCCC(C)(C)N1O.CC1(C)CCCC(C)(C)N1O.CC1(C)CCCC(C)(C)N1O.CC1(C)CCCC(C)(C)N1O.CC1(C)CCCC(C)(C)N1O.CC1(C)CCCC(C)(C)N1O.CC1(C)CCCC(C)(C)N1O.CC1(C)CCCC(C)(C)N1O

Arrangement 2

# C72H152N8O8

A 8-piece molecular cluster, C72H152N8O8 overall (ωB97M-V/def2-TZVPD, OMol25).

Geometry as ORCA input:
```
! RIJCOSX wB97M-V def2-TZVPD def2/J DEFGRID3
* xyz 0 1
C 1.189 -0.987 0.031
H -2.062 1.449 -5.282
H 3.133 0.911 0.903
H 3.330 -1.261 -0.262
H -0.780 6.051 4.007
H 3.239 1.272 -6.413
H 0.198 -6.903 6.002
H -2.712 3.632 1.125
C 7.749 -4.382 -0.456
C -3.468 3.410 6.705
O -0.710 2.252 6.466
H -5.209 -1.108 0.119
H -2.742 -4.578 -0.634
C 2.557 3.712 -1.034
H -2.522 1.373 -2.354
H 3.951 -5.883 0.370
H -2.490 -3.377 0.584
H 3.956 0.551 -1.688
H 2.809 5.435 -3.943
H 1.279 5.110 5.038
H -3.487 -5.683 6.657
N 5.865 -2.939 -1.330
N 3.960 3.043 -3.165
C 0.411 3.046 -7.183
H -1.110 -2.885 6.947
H 0.980 -3.034 0.133
H -3.322 -5.640 1.449
H 4.445 1.746 -0.569
H -5.762 5.646 0.202
C 5.442 -4.314 0.710
C -7.188 -3.993 0.643
N -1.263 3.015 5.357
C 4.512 5.035 -1.883
H 1.370 3.518 5.782
C -1.668 -4.811 5.828
H -2.400 -1.860 -1.222
C 6.519 -3.516 -0.111
H 2.340 1.136 3.316
H -6.835 -3.039 1.126
H -4.805 1.282 -3.178
H 0.577 -2.551 5.729
C 5.772 -4.656 -3.158
H -2.327 -2.653 3.159
H 4.885 5.427 -2.861
H -3.766 3.218 -3.888
H 1.478 2.725 -5.342
H 1.218 -6.004 3.182
C -0.795 5.125 6.636
H 6.731 1.231 -3.812
C -3.347 -2.259 -1.604
H -4.441 2.905 6.697
C 2.207 1.409 -6.842
H 1.825 -3.805 6.075
H -1.436 -2.217 4.589
H 5.095 -5.169 -3.771
H 2.083 -0.748 -8.082
C 6.203 3.257 -2.213
H 5.963 -4.699 1.604
H -1.326 1.041 2.705
H 0.222 -3.046 2.755
O -0.999 -0.361 -6.858
C 1.127 0.038 -1.103
H -3.358 -3.708 5.024
H 4.080 -0.127 1.901
H -2.364 5.383 1.035
H -0.980 4.434 3.206
C -1.283 2.173 -5.499
H -4.731 -2.123 1.515
H -1.753 4.307 -0.244
C 0.765 -2.257 -0.590
H -3.058 3.091 3.247
H -2.754 -6.763 5.401
N 0.012 0.654 -7.197
C 4.098 -4.660 -1.353
H -2.650 -4.890 3.925
H -0.582 2.214 -4.665
H -0.007 1.295 3.860
H 3.718 -5.379 -2.053
H 5.606 2.208 -4.727
H 3.248 -4.135 -0.883
H -7.730 -4.792 -2.006
C -0.623 4.279 5.305
H 8.483 -3.734 -0.997
N -5.369 -3.606 -1.142
C -4.059 -4.952 0.989
H -2.813 3.185 7.556
H -0.068 4.853 7.468
H -2.739 -3.684 7.150
H 6.564 3.757 -3.124
H 3.403 -3.465 -3.582
C -5.142 -5.589 0.097
H 0.245 2.614 2.056
H 5.670 3.992 -0.295
H 2.332 -5.413 4.450
H -1.542 -1.298 1.341
C 1.650 2.752 -6.409
C -3.278 3.652 4.129
H 4.662 -2.289 -3.829
H -2.144 -6.600 7.144
H 1.806 3.001 -1.340
H 1.127 3.649 4.072
H 2.142 4.632 -0.719
H 4.611 -3.673 0.958
C -3.263 4.949 -2.675
H 2.717 1.506 -2.821
C -1.209 5.025 4.094
C 5.681 1.464 -3.908
H -7.350 -4.777 1.385
H 6.637 -1.344 -2.081
H -4.685 0.821 -1.464
H 5.192 0.529 -4.186
C -4.049 2.770 -1.829
H 1.455 4.540 -3.187
C -6.962 -5.392 -1.483
H 6.472 -5.373 -2.749
H 1.025 -1.699 -7.018
C 1.268 0.282 -6.440
H 0.504 2.981 -8.293
H -4.659 -6.013 -0.765
H 2.193 -0.005 -4.474
H -0.307 -2.328 -0.889
H -6.583 -2.003 -1.190
H 5.696 0.662 -1.248
H -5.002 4.962 1.665
C 0.897 4.105 4.993
C 2.679 -1.117 0.592
H -0.279 1.916 0.582
C 3.338 4.148 -2.261
C -2.442 -4.148 4.652
H -6.263 -5.758 -2.249
H -1.801 5.021 7.029
H -4.391 6.452 0.820
H 1.882 -2.757 4.541
C -2.749 5.055 4.098
H -0.548 6.135 6.438
H -3.559 -1.207 0.522
C -0.655 1.959 -6.924
H 6.998 2.620 -1.786
C -1.870 2.063 -7.854
H -0.923 2.754 7.261
C 1.591 -5.125 3.698
H 6.561 5.045 -1.333
O 0.413 -5.961 6.198
N -4.620 3.483 -0.659
H -2.545 2.927 -7.567
O 6.831 -2.266 -2.191
C -1.636 -3.860 7.028
H -1.541 2.136 -8.911
H -3.887 -1.351 -1.859
C 4.123 -2.829 -3.048
C -3.092 1.398 5.294
H -5.702 2.530 0.627
C -3.959 4.728 -0.223
C -4.840 5.502 0.721
H -6.076 1.780 -2.047
H 8.162 -4.830 0.448
H 2.290 1.456 -7.930
H 7.359 -5.184 -1.106
C 2.028 0.281 2.596
C -3.307 -3.968 0.144
C 0.629 0.504 1.957
H 0.644 0.824 -4.537
H -4.343 3.881 4.165
N -0.376 -5.265 5.231
H 7.370 -2.483 1.686
C 5.110 2.246 -2.623
H -7.517 -6.248 -0.988
H -5.071 4.054 -3.151
H -1.814 2.866 -1.677
C 1.247 -3.272 5.287
H -4.836 6.025 -1.733
H -3.165 5.710 4.844
C -1.646 -3.052 3.882
C -2.586 4.452 0.457
O 2.875 2.146 -3.555
H 0.630 -0.933 -4.818
C 4.784 -5.378 -0.214
H 1.997 -4.377 2.978
C -3.837 5.645 -1.446
C 5.024 -3.749 -2.167
H -4.591 -4.388 1.789
C -2.501 -6.027 6.237
H 0.020 4.058 -7.047
C -0.379 -3.716 3.363
H 7.795 -1.833 0.165
H -3.319 5.665 -3.496
H -2.674 1.038 4.357
O -6.153 -2.633 -1.816
H 0.088 0.255 -1.456
C -4.159 -2.871 -0.540
H -0.732 -4.498 2.638
C 0.493 -4.335 4.483
C -4.983 1.605 -2.159
H -4.139 1.228 5.321
H -2.172 4.642 -2.574
C 1.157 -0.014 -4.957
H 6.345 -3.968 -3.774
H 5.499 -6.146 -0.589
C -4.470 -1.794 0.510
C 0.536 1.829 1.282
C 2.410 5.054 -3.042
H 2.416 3.513 -6.599
N 0.262 -0.684 1.147
H 1.661 -0.332 -1.976
C -2.678 2.120 -1.561
C 3.067 0.000 1.472
H 2.707 -2.092 1.113
H -2.515 1.187 -7.769
C -0.409 0.633 3.057
H -0.609 -0.356 3.474
H -2.620 0.881 6.082
H -2.719 1.744 -0.555
C 7.022 -2.291 0.670
O -1.121 -0.657 0.702
C -4.079 3.709 -2.986
H -3.157 -2.982 -2.423
H 3.225 3.381 -0.232
H 2.700 -1.212 -6.443
H -1.120 -0.755 -7.737
H 2.250 5.902 -2.370
H 1.993 -0.598 3.226
H 1.454 -2.446 -1.457
H -3.358 6.619 -1.193
C -2.774 2.912 5.406
H -1.731 3.117 -5.748
C 4.781 1.242 -1.469
C -6.155 -4.566 -0.410
H -3.035 5.564 3.163
O -4.756 2.587 0.440
H 1.485 2.153 0.871
H 3.705 -2.161 -2.296
C 5.723 4.351 -1.306
H -1.194 -4.307 7.938
H -8.098 -3.738 0.142
H 6.187 -1.600 0.794
C 1.799 -1.015 -7.064
H 1.562 0.962 -0.822
H -3.649 4.464 6.739
H -5.653 -6.265 0.762
H 4.157 5.948 -1.404
*
```

Values from the calculation:
HOMO ... -0.3095 Eh
HOMO-LUMO gap ... 8.9 eV
SMILES ... CC1(C)CCCC(C)(C)N1O.CC1(C)CCCC(C)(C)N1O.CC1(C)CCCC(C)(C)N1O.CC1(C)CCCC(C)(C)N1O.CC1(C)CCCC(C)(C)N1O.CC1(C)CCCC(C)(C)N1O.CC1(C)CCCC(C)(C)N1O.CC1(C)CCCC(C)(C)N1O

Winner for stability: arrangement 2